No. 1
# C2H5O3PS

A molecular structure, C2H5O3PS (ωB97M-V/def2-TZVPD, the Open Molecules 2025 dataset).

Total charge   0
Lowest unoccupied orbital energy   -0.24 eV
Calculated total energy   -1044.4577 Ha
Multiplicity   1
Frontier orbital gap   8.38 eV

Each line ends with the Mulliken charge.
CARTESIAN COORDINATES (ANGSTROEM)
H -1.665 2.094 -1.556  0.2205
S 2.402 0.775 0.000  -0.2537
H -1.625 0.006 -2.015  0.3074
P 1.123 -0.545 0.603  0.7516
H 0.812 -2.720 0.422  0.4076
H 0.176 0.259 2.571  0.3764
O -0.687 -0.866 -0.547  -0.5273
O 0.349 -0.502 2.005  -0.4600
C -1.035 1.509 -0.882  -0.6843
C -1.183 0.216 -1.064  0.2094
H -0.267 1.815 -0.145  0.1307
O 1.600 -2.040 0.609  -0.4784

***

No. 2
# C2H5O3S

2 unconnected molecules or ions with the total composition C2H5O3S (ωB97M-V/def2-TZVPD, the Open Molecules 2025 dataset).

Total charge   -1
Lowest unoccupied orbital energy (alpha / beta)   3.16 / 2.91 eV
Calculated total energy   -703.0441 Ha
Multiplicity   1
Frontier orbital gap (alpha / beta)   7.74 / 4.19 eV

Each line ends with the Mulliken charge.
CARTESIAN COORDINATES (ANGSTROEM)
O 5.992 1.091 -0.127  -0.5666
H -1.275 -0.239 -0.945  0.2718
H 1.766 1.260 0.345  0.3025
O 5.584 -1.334 0.134  -0.5647
H -2.070 0.014 0.637  0.2319
H 1.464 -0.517 0.169  0.2459
C 1.098 0.497 -0.039  -0.4985
O -0.192 0.729 0.527  -0.2629
S 5.019 0.033 0.252  0.1541
H -0.809 -1.241 0.448  0.2686
C -1.122 -0.229 0.145  -0.5820

***

No. 3
# C2H5O4P2

A molecular structure, C2H5O4P2 (ωB97M-V/def2-TZVPD, the Open Molecules 2025 dataset).

Total charge   -1
Lowest unoccupied orbital energy   3.90 eV
Calculated total energy   -1062.9408 Ha
Multiplicity   1
Frontier orbital gap   8.39 eV

Each line ends with the Mulliken charge.
CARTESIAN COORDINATES (ANGSTROEM)
H 1.278 2.423 -0.897  -0.0305
H -1.946 -1.645 -0.073  0.4344
O -0.446 -2.086 0.561  -0.7759
O 2.705 1.004 -0.025  -0.4643
C 0.137 -0.985 0.546  0.6533
H -2.008 0.785 0.818  -0.0216
H 0.124 -0.269 -1.568  0.3396
O 0.997 -0.565 1.348  -0.7331
P 1.253 1.671 0.310  0.2627
O -2.637 -1.043 -0.473  -0.5055
P -2.002 0.458 -0.566  0.0311
C -0.239 -0.012 -0.573  -0.5694
H 2.785 0.264 0.594  0.3791

***

No. 4
# C2H5OP

C2H5OP in the gas phase (ωB97M-V/def2-TZVPD, the Open Molecules 2025 dataset).

Total charge   0
Lowest unoccupied orbital energy   1.08 eV
Calculated total energy   -495.7442 Ha
Multiplicity   1
Frontier orbital gap   10.77 eV

Each line ends with the Mulliken charge.
CARTESIAN COORDINATES (ANGSTROEM)
O 2.059 0.164 -1.020  -0.6610
H 0.062 -1.598 0.698  0.3210
H -0.265 0.409 -1.903  0.1227
P 0.601 0.317 -0.852  0.4444
H 0.450 0.389 1.493  0.2568
C -0.208 0.664 0.689  -0.4907
H -0.892 1.481 0.859  0.3431
H -1.423 -1.035 -0.109  0.2597
C -0.385 -0.792 0.146  -0.5959

***

The lowest calculated total energy belongs to which entry? C2H5O4P2